[1]
Entry from OMol25: the molecule C5H6Br2N2 in a non-equilibrium geometry (the ωB97M-V functional and the def2-TZVPD basis).

Output
SMILES string   N#C[C@]1(Br)CCCN1Br
Kohn-Sham gap   9.475 eV

Element x y z (Å)
Br -1.9288 1.5845 1.0408
H 1.1784 1.5249 -1.1013
C 0.3768 -1.2155 0.7280
N -0.7648 -0.8920 -0.1751
H 0.7066 -2.1813 0.8592
H 2.1750 -0.3525 1.0078
N -1.9053 1.3280 -2.5166
H -0.0717 -0.8005 1.7914
C 1.4877 -0.2960 0.1892
H 0.9092 1.6508 0.6165
Br -2.3498 -1.8912 0.1759
H 1.7938 -0.9018 -0.5956
C -1.4496 0.9581 -1.5417
C -0.9313 0.4797 -0.3355
C 0.7737 1.0047 -0.1430

=====

[2]
Entry from OMol25: the molecule C5H6BrF in a non-equilibrium geometry (the ωB97M-V functional and the def2-TZVPD basis).

Output
SMILES string   C[C@H]1CC(F)=C1Br
Kohn-Sham gap (spin up / spin down)   7.770 / 8.310 eV

Element x y z (Å)
C -0.5399 0.1402 0.3686
C -1.3625 2.1939 0.0595
H 0.5447 1.7553 1.0093
Br -3.5604 -0.1757 0.4132
H -0.5405 -0.0388 1.4791
H 0.5141 1.8161 -0.7917
C -1.9102 0.4404 -0.1104
H 0.4569 -0.7716 -1.3380
F -1.7901 3.1977 -0.5465
C -0.0365 1.6006 0.1115
C 0.1649 -1.0996 -0.3344
H 1.1579 -1.3270 0.0933
H -0.6619 -1.8665 -0.4094

=====

[3]
Entry from OMol25: a cluster of 2 separate species, C5H6BrF in total in a non-equilibrium geometry (the ωB97M-V functional and the def2-TZVPD basis).

Output
Kohn-Sham gap   9.198 eV

Element x y z (Å)
F -3.3619 -1.5793 0.3804
H -0.4107 -1.2946 1.0867
C -0.2692 -0.1697 0.9899
C 1.7294 1.0949 -0.3158
C 1.9430 -0.3986 -0.6298
Br -3.9235 0.8918 -0.1483
C -3.7863 -0.8408 -0.6612
H -0.9261 0.4857 1.6516
H 1.1748 1.6279 -1.2027
C 0.8111 0.0733 0.3362
H 1.6747 -0.7507 -1.6313
H 2.8207 -0.8023 -0.0772
H 2.5241 1.6623 0.2215

=====

[4]
Entry from OMol25: a cluster of 2 separate species, C5H6BrN3O4S in total in a non-equilibrium geometry (the ωB97M-V functional and the def2-TZVPD basis).

Output
Kohn-Sham gap (spin up / spin down)   8.260 / 4.147 eV

Element x y z (Å)
O -0.9747 1.3053 0.7855
O -0.9056 -3.1576 -0.2450
C -0.7313 -2.0233 -0.5618
N -1.0084 -0.9128 0.2335
C -0.7303 0.4345 -0.0019
N -0.0086 -0.2878 -2.0542
O 1.6158 -0.9244 0.9236
H -2.1601 -0.4303 1.8890
C 0.1696 2.0755 -1.6372
H 0.5110 2.6133 -0.7530
Br 3.3337 1.1432 -0.4793
S 2.6879 -0.1149 1.4893
H 0.9765 2.0304 -2.3650
C -1.4384 -1.1927 1.5974
H -0.5759 -1.1433 2.2645
O 2.2506 0.9012 2.4186
N -0.1806 0.7334 -1.2541
C -0.2599 -1.4552 -1.8243
H -1.8750 -2.1872 1.6318
H -0.6961 2.5926 -2.0573

=====

[5]
Entry from OMol25: a cluster of 2 separate species, C5H6BrN4 in total in a non-equilibrium geometry (the ωB97M-V functional and the def2-TZVPD basis).

Output
Kohn-Sham gap (spin up / spin down)   8.541 / 5.402 eV
Charge   -1

Element x y z (Å)
H 0.5668 -1.6021 -0.2308
C 0.2008 1.0459 -0.9501
C -0.7338 -0.2907 0.9765
C 0.5660 -0.5686 1.7113
H 1.4197 0.0252 1.4242
H 0.4983 -0.7941 2.7664
C -0.7833 0.7541 -0.0286
H -0.3760 -2.4781 1.0570
C 0.0583 -1.5503 0.7187
N 1.2743 1.9668 -2.5209
N 0.1561 2.0387 -1.8882
N 2.0258 0.9870 -2.0187
H -2.3450 -1.4118 -1.5151
H -1.6510 -0.3939 1.5443
Br -2.2846 1.8754 0.0101
N 1.4075 0.3963 -1.0563

=====

[6]
Entry from OMol25: a structure of composition C5H6BrNO2S (the ωB97M-V functional and the def2-TZVPD basis).

Output
Kohn-Sham gap (spin up / spin down)   7.524 / 7.462 eV

Element x y z (Å)
H 2.2952 0.8852 0.5509
C 0.5626 -0.8783 -0.9072
O -1.7829 0.8414 0.3388
O -1.2426 1.3494 2.9188
H 0.8115 1.9362 0.9609
C 1.2395 1.0635 0.5071
C -0.8708 0.2102 3.4208
C -0.9633 0.2076 -0.2575
H -1.2409 -0.7973 -2.2036
H 1.3902 -1.5509 -0.9675
Br -0.2675 0.4876 5.2321
S -0.8275 -1.2348 2.7049
H -1.5306 1.2900 1.9689
N 0.4594 0.2423 -0.1501
H -1.4587 -1.8539 -0.7882
C -0.9187 -0.9857 -1.1774

=====

[7]
Entry from OMol25: the molecule C5H6BrNS in a non-equilibrium geometry (the ωB97M-V functional and the def2-TZVPD basis).

Output
Kohn-Sham gap (spin up / spin down)   7.312 / 7.312 eV

Element x y z (Å)
H 1.3622 -1.5293 2.3497
H -1.5603 -0.7181 -0.8267
Br 3.0171 -2.6116 0.9013
S 0.6093 1.6893 1.1722
C 0.8916 -0.8965 0.3350
N -0.0344 0.1372 0.4327
H -2.2640 2.0505 0.0206
C -1.2055 0.1744 -0.3121
H 2.3920 1.6068 2.5548
H -3.1204 0.9899 -1.0104
H 1.1135 -1.2806 -0.7316
C 1.8250 0.9965 1.9555
C -2.1741 1.0687 -0.4410
C 1.6704 -1.2892 1.3513

=====

[8]
Entry from OMol25: a cluster of 3 separate species, C5H6BrO3 in total in a non-equilibrium geometry (the ωB97M-V functional and the def2-TZVPD basis).

Output
Kohn-Sham gap   4.532 eV
Charge   -1

Element x y z (Å)
C -0.7128 -0.2834 1.7365
H 0.1477 -0.8424 1.3500
C 2.0533 0.9033 -0.8397
H 1.8075 1.8044 -0.2277
O 2.1378 -0.3280 1.0364
C 1.5601 -0.3554 -0.2631
H -2.6598 0.5737 2.1683
H 1.9763 -1.1930 1.4408
C -1.7620 0.2847 1.8509
O -3.6690 0.7912 -1.8927
H 3.1840 0.7880 -0.9927
Br 2.2839 -1.9572 -1.3639
O -4.1169 -1.1784 -0.7843
C -3.9489 -0.1792 -1.3735
H 1.7187 1.1717 -1.8453

=====

[9]
Entry from OMol25: a structure of composition C5H6CaO3 in a non-equilibrium geometry (the ωB97M-V functional and the def2-TZVPD basis).

Output
Spin multiplicity   2
Kohn-Sham gap (spin up / spin down)   4.528 / 4.935 eV
Charge   +1

Element x y z (Å)
H 2.3861 -0.5675 -1.6872
O -2.9240 0.5112 0.4603
H 3.4407 0.4209 -0.6688
O -2.9592 2.4597 -0.7341
H 3.7932 -2.5927 -1.2487
O -0.2400 -1.3230 0.9626
H 2.4115 -0.9743 1.3969
C -2.6782 1.4844 -0.1825
C 2.9650 -0.5693 -0.7457
H 4.9974 -1.4891 -0.3274
C 0.6703 -0.6605 0.2886
Ca -2.2648 -1.3041 1.4341
H 0.1965 0.3362 -0.2599
C 4.0159 -1.6299 -0.7836
C 1.9998 -0.7630 0.4045

=====

[10]
Entry from OMol25: a structure of composition C5H6Cl2GaO3SYb in a non-equilibrium geometry (the ωB97M-V functional and the def2-TZVPD basis).

Output
Spin multiplicity   2
Kohn-Sham gap (spin up / spin down)   4.955 / 4.950 eV
Charge   +4

Element x y z (Å)
Cl -0.8403 1.4280 -5.1792
S -0.2695 1.0297 2.6853
O 0.4992 -3.3021 -7.0426
C -1.0336 -2.8287 3.0561
H 0.5551 3.2383 2.9527
O -1.4177 -3.6282 3.7880
H -0.5596 2.7490 4.2856
Ga -0.2647 -0.4669 -5.9905
C 0.2328 -2.2477 -6.5935
H 1.3720 -0.5094 3.5949
Cl 1.7598 -2.6234 1.4813
H 1.8514 1.2031 3.7320
C -0.3883 2.7339 3.2011
O -1.0328 0.2427 -8.9082
H 0.6054 0.5417 4.8407
C -0.7291 -0.0497 -7.8422
H -1.2138 3.1965 2.6848
Yb -0.1375 -1.2047 1.4323
C 1.0114 0.4980 3.8214

=====

[11]
Entry from OMol25: a structure of composition C5H6Cl2MnO4SYb in a non-equilibrium geometry (the ωB97M-V functional and the def2-TZVPD basis).

Output
Spin multiplicity   6
Kohn-Sham gap (spin up / spin down)   8.210 / 6.090 eV
Charge   +4

Element x y z (Å)
C 1.4248 -2.7122 -2.6268
C 2.0881 1.0601 0.2033
H 3.3204 -2.0078 -0.7495
H 2.8188 -3.4842 0.0960
H 2.1673 -1.9673 -2.9340
Mn -3.3919 2.5494 1.6718
S 0.9224 -2.5155 -0.9184
H 1.9039 -3.6856 -2.7787
O 0.3777 -1.0744 -0.7965
Cl -2.2483 2.6935 -0.3983
O -5.7813 4.1589 0.9138
O -3.5270 4.6874 3.8422
H 0.5166 -2.6934 -3.2478
O 3.2097 1.0801 0.4481
C -3.4133 3.8456 3.0415
C -4.8960 3.4105 1.0390
Yb -0.6073 0.7980 0.1394
Cl 0.1385 0.1840 2.2984
C 2.5407 -2.4381 -0.0978
H 2.4361 -1.8889 0.8544

=====

[12]
Entry from OMol25: a structure of composition C5H6Cl2NdO3SSc in a non-equilibrium geometry (the ωB97M-V functional and the def2-TZVPD basis).

Output
Spin multiplicity   4
Kohn-Sham gap (spin up / spin down)   5.623 / 5.599 eV
Charge   +4

Element x y z (Å)
Cl 0.0327 -1.1212 -3.2718
C 1.7856 0.8878 3.4716
H 1.0549 3.1078 2.1668
C -1.5181 -3.6320 -5.1526
H 2.3783 1.4439 2.7364
O -2.2527 -3.7735 -6.0429
H 1.9470 -0.1872 3.4028
O 1.0412 -4.0868 -6.8001
H 1.9907 1.2202 4.4900
Nd -0.1741 0.8096 0.4414
Cl -0.9870 -1.5098 -0.0107
H -0.7634 3.1256 1.8810
S -0.0216 1.1377 3.2171
C 0.9266 -3.8417 -5.6585
O -3.1820 1.8668 1.7363
C 0.0587 2.8763 2.5876
Sc 0.0704 -3.3196 -3.7521
H -0.0960 3.5227 3.4554
C -2.2910 1.4734 1.1025

=====

no.,calculated total energy (Eh)
1,-5451.55971
2,-2867.79989
3,-2867.78808
4,-3631.42439
5,-2987.02614
6,-3371.44923
7,-3220.87048
8,-2993.76209
9,-1097.12042
10,-4820.15432
11,-4121.53726
12,-3058.87361